ORCA calculation (ωB97M-V/def2-TZVPD) on C22H45Br3F12N2NiO27S10 as an isolated structure.

Geometry as ORCA input:
```
! wB97M-V def2-TZVPD RIJCOSX def2/J DEFGRID3
* xyz 0 3
Ni 27.631 -24.852 -0.670
C 29.271 -28.160 -2.264
F 28.369 -27.955 -3.218
F 28.628 -28.517 -1.163
F 30.109 -29.068 -2.703
S 30.159 -26.515 -1.913
O 30.541 -26.556 -0.527
O 31.187 -26.351 -2.878
N 28.846 -25.349 -2.142
S 29.197 -24.283 -3.313
O 28.088 -23.337 -3.372
O 30.487 -23.632 -3.176
C 29.079 -25.145 -5.033
F 27.805 -25.272 -5.363
F 29.662 -24.343 -5.920
F 29.685 -26.333 -5.064
C 28.629 -21.736 1.800
F 29.955 -21.616 2.039
F 28.147 -22.738 2.499
F 27.991 -20.637 2.093
S 28.705 -22.109 -0.078
O 28.811 -20.853 -0.779
O 29.785 -23.042 -0.295
N 27.231 -22.962 -0.377
S 26.020 -21.921 -0.571
O 26.025 -20.764 0.281
O 25.822 -21.634 -1.976
C 24.661 -23.075 -0.038
F 24.565 -24.012 -1.009
F 24.959 -23.720 1.076
F 23.530 -22.412 -0.002
O 20.802 -29.200 -0.811
S 21.049 -28.065 0.035
O 22.269 -28.006 0.804
O 21.020 -26.743 -0.902
C 21.388 -25.511 -0.298
C 20.855 -24.439 -1.247
C 19.571 -27.790 1.089
H 22.477 -25.412 -0.354
H 21.090 -25.294 0.728
H 21.279 -23.476 -0.948
H 19.767 -24.431 -1.265
H 21.238 -24.509 -2.265
H 19.335 -28.751 1.546
H 18.747 -27.601 0.404
H 19.681 -27.044 1.869
O 27.614 -15.464 -3.104
S 28.068 -15.650 -1.734
O 27.574 -14.849 -0.640
O 27.842 -17.202 -1.345
C 26.513 -17.512 -0.917
C 26.409 -17.684 0.582
C 29.877 -15.723 -1.754
H 26.045 -18.396 -1.364
H 25.756 -16.802 -1.269
H 26.645 -16.829 1.215
H 26.948 -18.554 0.946
H 25.331 -17.806 0.737
H 30.138 -16.006 -0.734
H 30.310 -14.734 -1.895
H 30.266 -16.411 -2.498
O 27.919 -25.958 3.549
S 28.855 -25.867 2.465
O 28.405 -25.489 1.101
O 30.035 -24.891 2.965
C 31.178 -24.711 2.063
C 32.366 -25.333 2.820
C 29.727 -27.478 2.296
H 31.345 -23.636 2.059
H 31.056 -25.098 1.055
H 33.269 -25.041 2.279
H 32.416 -26.423 2.830
H 32.320 -25.010 3.857
H 29.036 -28.139 1.772
H 29.951 -27.791 3.308
H 30.511 -27.294 1.565
O 32.080 -18.078 -2.030
S 32.424 -19.414 -1.539
O 33.805 -19.738 -1.233
O 31.464 -19.745 -0.300
C 31.658 -19.025 0.943
C 32.635 -19.759 1.793
C 31.732 -20.662 -2.654
H 30.732 -18.921 1.503
H 32.127 -18.061 0.728
H 32.239 -20.743 2.064
H 32.779 -19.250 2.751
H 33.612 -19.974 1.363
H 32.067 -20.468 -3.671
H 30.661 -20.464 -2.656
H 31.946 -21.659 -2.290
O 32.658 -17.371 7.911
S 33.017 -18.544 7.157
O 33.191 -19.838 7.759
O 31.942 -18.794 5.907
C 30.762 -19.509 6.266
C 29.904 -19.665 4.977
C 34.488 -18.246 6.104
H 30.214 -18.796 6.890
H 30.925 -20.421 6.838
H 28.924 -19.215 5.133
H 29.728 -20.681 4.630
H 30.383 -19.069 4.200
H 34.361 -17.239 5.701
H 34.295 -18.871 5.233
H 35.472 -18.327 6.550
C 22.958 -22.408 -4.911
Br 23.834 -23.775 -3.880
Br 24.056 -20.780 -4.951
Br 21.152 -22.103 -4.197
H 22.888 -22.722 -5.943
C 27.912 -18.244 -3.458
C 26.708 -19.091 -3.896
O 26.855 -19.274 -5.349
S 28.441 -19.289 -5.673
O 28.688 -18.828 -6.994
O 28.999 -20.503 -5.139
O 28.767 -18.092 -4.577
H 28.444 -18.868 -2.737
H 27.619 -17.266 -3.083
H 25.711 -18.701 -3.725
H 26.838 -20.126 -3.581
*
```

Frontier orbital gap (spin up / spin down)   8.73 / 6.90 eV
Lowest unoccupied orbital energy (spin up / spin down)   -1.456 / -3.288 eV
Relative energy (zero: lowest compared OMol25 entry of this formula, charge and spin)   0.0 kJ/mol

ORCA calculation (ωB97M-V/def2-TZVPD) on a 14-piece molecular cluster, C22H45BrCl26FN5P overall.

Geometry as ORCA input:
```
! wB97M-V def2-TZVPD RIJCOSX def2/J DEFGRID3
* xyz 1 1
C -3.098 -4.013 0.076
C -3.215 -2.855 -0.315
N -3.159 -1.678 -1.128
C -2.045 -1.217 -1.703
N -0.887 -2.040 -1.483
C -0.635 -3.049 -2.561
N -1.817 -3.621 -3.206
C 0.316 -1.299 -1.043
C 1.445 -2.297 -0.443
F 2.243 -1.523 0.443
N -2.193 -0.052 -2.512
P -1.289 -0.083 -4.026
N -2.032 -0.872 -5.184
C -2.202 1.263 -1.824
Br -3.472 1.466 -0.326
C -0.732 1.826 -1.413
C -0.535 1.994 0.175
H -3.089 -5.115 0.381
H -4.045 -1.165 -1.265
H -0.086 -3.920 -2.068
H 0.072 -2.693 -3.386
H -2.419 -4.146 -2.571
H -2.329 -2.961 -3.800
H 0.844 -0.745 -1.886
H 0.020 -0.643 -0.174
H 2.079 -2.618 -1.349
H 0.951 -3.186 0.055
H -1.116 1.283 -4.437
H 0.002 -0.629 -3.804
H -2.224 -0.214 -5.948
H -2.561 2.012 -2.605
H 0.104 1.250 -1.909
H -0.646 2.889 -1.820
H -0.815 1.078 0.770
H -0.997 2.958 0.572
H 0.593 2.128 0.321
C 2.686 1.383 -4.978
Cl 1.387 0.303 -5.507
Cl 2.682 1.570 -3.221
H 3.642 0.966 -5.289
H 2.542 2.359 -5.437
C 1.976 -6.342 -3.182
Cl 2.256 -4.818 -2.327
Cl 0.809 -6.133 -4.491
H 2.918 -6.691 -3.600
H 1.590 -7.076 -2.478
C 0.485 5.797 -0.133
Cl 1.129 4.503 -1.148
Cl -0.817 5.201 0.914
H 1.288 6.192 0.490
H 0.091 6.586 -0.771
C 1.998 5.494 -7.057
Cl 2.318 4.044 -8.017
Cl 1.611 5.079 -5.382
H 2.882 6.127 -7.069
H 1.156 6.027 -7.493
C 2.688 -3.135 3.584
Cl 1.389 -4.211 3.049
Cl 2.683 -2.949 5.340
H 3.643 -3.555 3.276
H 2.549 -2.159 3.124
C -5.560 -6.229 1.711
Cl -3.921 -6.741 1.270
Cl -6.198 -5.051 0.561
H -6.209 -7.102 1.718
H -5.534 -5.780 2.701
C -2.746 7.228 -1.289
Cl -1.420 8.285 -1.797
Cl -3.968 8.126 -0.385
H -3.209 6.792 -2.172
H -2.346 6.439 -0.654
C 3.674 -6.835 5.865
Cl 4.091 -8.097 7.031
Cl 4.972 -6.596 4.688
H 2.769 -7.127 5.337
H 3.506 -5.902 6.399
C 2.584 6.641 3.313
Cl 2.009 7.723 2.036
Cl 1.238 5.846 4.135
H 3.226 5.882 2.871
H 3.148 7.223 4.040
C 4.469 -8.246 10.752
Cl 6.115 -8.705 11.202
Cl 3.895 -6.883 11.722
H 4.457 -7.962 9.702
H 3.809 -9.096 10.913
C 4.522 -3.310 10.525
Cl 4.815 -1.795 11.386
Cl 3.342 -3.091 9.225
H 5.458 -3.660 10.096
H 4.140 -4.046 11.227
C -2.954 10.981 -3.659
Cl -2.177 11.839 -4.996
Cl -4.218 9.893 -4.247
H -2.203 10.397 -3.130
H -3.399 11.708 -2.984
C -5.921 2.980 -3.167
Cl -4.905 4.426 -3.182
Cl -4.940 1.513 -3.055
H -6.588 3.025 -2.308
H -6.503 2.947 -4.085
*
```

Frontier orbital gap   7.97 eV
Lowest unoccupied orbital energy   -3.906 eV

ORCA calculation (ωB97M-V/def2-TZVPD) on C22H45MnN2OP3 as an isolated structure.

Geometry as ORCA input:
```
! wB97M-V def2-TZVPD RIJCOSX def2/J DEFGRID3
* xyz 3 5
Mn 0.673 -0.123 0.186
P 2.641 0.507 -1.324
P 1.970 0.598 2.191
P -0.661 2.961 -0.153
H -6.272 -2.780 -2.053
C -6.157 -1.888 -2.680
C -5.325 -1.825 -3.727
H -4.709 -2.658 -4.095
C 3.402 -0.990 -2.054
C 4.091 1.522 -0.886
C 1.875 1.324 -2.774
C 0.992 0.683 3.731
C 3.287 -0.610 2.510
C 2.795 2.217 2.042
C -1.829 3.175 -1.478
C 0.716 4.112 -0.287
C -1.438 2.999 1.460
H -6.841 -1.063 -2.479
H -5.303 -0.911 -4.332
H 2.616 -1.647 -2.445
H 3.958 -1.512 -1.265
H 4.094 -0.719 -2.863
H 4.633 1.045 -0.062
H 3.787 2.531 -0.582
H 4.760 1.588 -1.752
H 0.986 0.748 -3.071
H 2.594 1.361 -3.602
H 1.550 2.341 -2.518
H 1.433 1.442 4.392
H 1.010 -0.291 4.239
H -0.045 0.964 3.509
H 3.968 -0.244 3.284
H 3.864 -0.799 1.597
H 2.857 -1.560 2.845
H 2.911 2.645 3.045
H 2.191 2.899 1.429
H 3.785 2.125 1.590
H -2.031 4.250 -1.581
H -2.744 2.612 -1.258
H -1.395 2.768 -2.401
H 0.359 4.995 -0.845
H 1.559 3.664 -0.844
H 1.062 4.425 0.713
H -2.059 3.907 1.511
H -0.700 3.011 2.277
H -2.084 2.121 1.601
C -1.606 -0.366 -1.523
C -2.296 -0.430 -0.271
C -3.654 -0.127 -0.227
C -4.311 0.368 -1.357
C -3.661 0.283 -2.586
C -2.349 -0.133 -2.713
O -0.294 -0.376 -1.544
H -0.209 1.627 -0.455
H -1.694 -0.669 0.629
H -4.150 -0.243 0.736
H -5.331 0.720 -1.294
H -4.228 0.461 -3.484
H -1.848 -0.202 -3.680
C -0.139 -4.107 4.123
C 0.218 -3.589 2.781
C 0.848 -4.193 1.700
C 0.937 -3.247 0.674
N 0.451 -2.066 1.135
N -0.040 -2.325 2.386
C 1.504 -3.404 -0.673
H -0.867 -4.930 4.017
H 0.754 -4.518 4.624
H -0.566 -3.304 4.749
H 1.220 -5.198 1.666
H -0.503 -1.592 2.925
H 2.563 -3.101 -0.671
H 1.478 -4.453 -0.999
H 0.949 -2.809 -1.413
*
```

Frontier orbital gap (spin up / spin down)   7.69 / 4.92 eV
Lowest unoccupied orbital energy (spin up / spin down)   -8.964 / -11.524 eV